Run P
Entry from OMol25: a cluster of 2 separate species, C3H10NO3 in total (ωB97M-V/def2-TZVPD).

```
! RIJCOSX wB97M-V def2-TZVPD def2/J DEFGRID3
* xyz 1 1
C -0.90 0.49 -1.10
C 0.83 0.92 0.45
C -0.39 -2.02 0.57
N 0.37 0.09 -0.60
O -0.11 -2.58 -0.51
O -1.58 -1.47 0.78
O 0.55 -1.79 1.41
H -1.22 -0.32 -1.68
H -1.65 0.50 -0.28
H -0.92 1.43 -1.58
H 1.90 0.45 0.76
H 1.08 1.98 0.30
H 0.00 0.77 1.19
H 1.13 0.00 -1.23
H 0.80 -2.48 -0.78
H -2.29 -1.87 0.20
H 0.35 -1.26 2.22
*
```

Calculated values
- Kohn-Sham gap: 0.3412 Ha
- E_HOMO: -13.37 eV

Run Q
Entry from OMol25: a cluster of 2 separate species, C3H10NO3 in total (ωB97M-V/def2-TZVPD).

```
! RIJCOSX wB97M-V def2-TZVPD def2/J DEFGRID3
* xyz 1 1
C -0.45 -0.36 0.15
C 0.31 0.19 1.37
C 0.96 -1.05 1.96
O 2.29 -1.05 1.85
O 0.30 -1.96 2.37
N 0.54 -0.51 -1.03
H -0.99 -1.25 0.47
H -1.26 0.21 -0.32
H -0.35 0.64 2.10
H 0.96 1.04 1.12
H 2.75 -1.75 2.31
H 0.30 0.21 -1.71
H 0.42 -1.46 -1.38
H 1.50 -0.39 -0.69
H -3.10 2.17 -2.59
H -2.03 3.08 -3.21
O -2.15 2.24 -2.75
*
```

Calculated values
- Kohn-Sham gap: 0.4097 Ha
- E_HOMO: -14.72 eV

Which of them is the least stable? Correct choice: run P.

Run P
Entry from OMol25: the molecule C7H8N2O (ωB97M-V/def2-TZVPD).

```
! RIJCOSX wB97M-V def2-TZVPD def2/J DEFGRID3
* xyz 0 1
C -3.37 -0.54 0.07
C -2.00 0.20 -0.15
C 0.40 -0.21 0.06
C 0.79 1.05 0.16
C 2.23 1.28 0.11
C 3.10 0.30 -0.12
C 2.63 -1.03 -0.24
H -4.00 0.34 0.07
H -3.39 -0.81 1.13
H -3.43 -1.11 -0.57
H -1.11 -1.37 0.46
H -0.11 1.74 0.22
H 2.57 2.30 0.17
H 4.06 0.40 -0.04
H 3.25 -1.95 -0.59
N -0.92 -0.63 -0.04
N 1.23 -1.26 -0.15
O -1.92 1.30 -0.52
*
```

Calculated values
- Kohn-Sham gap: 0.3632 Ha
- SMILES: CC(=O)Nc1ccccn1
- E_HOMO: -9.16 eV

Run Q
Entry from OMol25: a structure of composition C7H8N2O (ωB97M-V/def2-TZVPD).

```
! RIJCOSX wB97M-V def2-TZVPD def2/J DEFGRID3
* xyz 0 1
C 1.00 1.16 -2.94
C 1.08 0.55 -1.55
C -0.38 0.06 0.31
C 0.03 -1.15 0.55
C -0.31 -1.75 1.86
C -0.97 -1.04 2.80
C -1.21 0.28 2.45
H 2.13 1.05 -3.50
H 0.87 2.39 -3.14
H 0.26 0.78 -3.50
H -0.89 0.76 -1.52
H 0.66 -1.64 -0.34
H 0.03 -2.85 1.99
H -1.23 -1.34 3.88
H -1.90 1.05 3.34
N -0.18 0.75 -0.88
N -1.04 0.83 1.27
O 2.05 0.11 -1.10
*
```

Calculated values
- Kohn-Sham gap: 0.3833 Ha
- E_HOMO: -9.62 eV

Which of them is the least stable? Correct choice: run P.

Run P
Entry from OMol25: a cluster of 2 separate species, C7H8N2O in total (ωB97M-V/def2-TZVPD).

```
! RIJCOSX wB97M-V def2-TZVPD def2/J DEFGRID3
* xyz 0 1
C -0.53 -2.53 1.10
C -0.75 -1.36 0.90
C -1.29 -0.03 0.72
C -0.46 1.20 0.85
N 0.91 0.90 0.45
C 0.46 0.85 -0.97
C -1.01 0.82 -0.52
C -2.07 1.09 -1.45
N -2.91 1.00 -2.26
H -0.30 -3.57 1.26
H -2.31 0.10 1.09
H -0.73 2.02 1.51
H 1.52 1.70 0.61
H 0.70 1.76 -1.53
H 0.86 0.02 -1.56
O 2.66 -1.63 0.13
H 2.08 -0.87 0.36
H 3.18 -1.47 -0.71
*
```

Calculated values
- Kohn-Sham gap: 0.3790 Ha
- SMILES: C#C[C@H]1[C@H]2NC[C@]21C#N.O
- E_HOMO: -9.86 eV

Run Q
Entry from OMol25: the molecule C7H8N2O (ωB97M-V/def2-TZVPD).

```
! RIJCOSX wB97M-V def2-TZVPD def2/J DEFGRID3
* xyz 0 1
C -1.38 -0.65 3.18
C -1.22 -0.50 1.64
C 0.42 0.14 -0.04
C -0.09 -0.64 -1.07
C 0.42 -0.44 -2.38
C 1.41 0.54 -2.60
C 1.82 1.35 -1.51
H -0.75 -1.33 3.43
H -1.23 0.32 3.62
H -2.39 -1.10 3.56
H 0.86 0.25 1.92
H -1.06 -1.37 -1.29
H 0.22 -0.97 -3.21
H 1.79 0.72 -3.76
H 2.67 2.05 -1.67
N -0.09 0.13 1.28
N 1.33 1.16 -0.25
O -2.13 -0.80 0.86
*
```

Calculated values
- Kohn-Sham gap: 0.3614 Ha
- SMILES: CC(=O)Nc1ccccn1
- E_HOMO: -9.11 eV

Which of them is the least stable? Correct choice: run P.

Run P
Entry from OMol25: a cluster of 8 separate species, C15H46O15 in total (ωB97M-V/def2-TZVPD).

```
! RIJCOSX wB97M-V def2-TZVPD def2/J DEFGRID3
* xyz 0 1
C -0.62 0.66 0.20
O 0.07 0.80 -1.05
H -0.96 -0.38 0.13
H -0.02 0.72 1.11
H -1.51 1.28 0.27
H 0.79 0.15 -1.02
C 3.19 -0.95 -5.89
C 1.96 -0.20 -5.46
O 1.79 -0.24 -4.04
O 4.42 -0.27 -5.75
H 3.05 -1.07 -6.97
H 3.24 -1.96 -5.47
H 1.04 -0.61 -5.88
H 2.03 0.81 -5.87
H 0.96 0.16 -3.76
H 4.65 -0.22 -4.81
C 3.11 -0.51 -0.62
C 3.61 0.55 -1.59
O 4.31 0.00 -2.69
O 1.99 -1.18 -1.26
H 2.77 -0.11 0.34
H 3.85 -1.30 -0.42
H 4.24 1.19 -0.96
H 2.81 1.25 -1.84
H 3.65 -0.60 -3.07
H 2.42 -1.78 -1.88
C -1.81 3.44 3.19
C -0.71 3.56 4.25
O -1.24 3.90 5.50
O -2.89 2.60 3.57
H -1.34 3.13 2.25
H -2.18 4.42 2.89
H 0.07 4.21 3.85
H -0.20 2.60 4.33
H -1.30 4.85 5.61
H -3.73 3.05 3.51
C -1.60 -4.78 0.47
C -0.47 -3.77 0.18
O 0.52 -4.40 -0.60
O -1.91 -5.79 -0.48
H -2.55 -4.34 0.77
H -1.19 -5.33 1.32
H -0.05 -3.57 1.17
H -0.83 -2.83 -0.24
H 0.44 -4.13 -1.52
H -2.03 -5.40 -1.36
C 1.43 -1.65 2.92
C 2.32 -2.67 3.60
O 3.70 -2.33 3.69
O 1.76 -0.37 3.49
H 0.38 -1.92 2.95
H 1.51 -1.61 1.82
H 2.24 -3.66 3.13
H 1.90 -2.73 4.61
H 4.05 -2.72 4.49
H 2.72 -0.39 3.43
C -5.20 0.78 2.15
C -5.54 -0.14 3.30
O -5.27 0.52 4.55
O -3.83 0.64 1.72
H -5.41 1.83 2.32
H -5.75 0.36 1.29
H -4.97 -1.08 3.24
H -6.62 -0.28 3.30
H -4.37 0.86 4.52
H -3.34 1.21 2.34
C -1.13 2.72 -3.65
C 0.20 3.42 -3.58
O 0.65 3.55 -2.24
O -1.00 1.28 -3.52
H -1.51 2.76 -4.68
H -1.84 3.07 -2.90
H 0.18 4.35 -4.15
H 0.93 2.78 -4.11
H 0.58 2.68 -1.80
H -0.63 1.13 -2.62
*
```

Calculated values
- Kohn-Sham gap: 0.3780 Ha
- SMILES: OCCO.OCCO.OCCO.OCCO.OCCO.OCCO.OCCO.CO
- E_HOMO: -10.03 eV

Run Q
Entry from OMol25: a structure of composition C15H46O15 (ωB97M-V/def2-TZVPD).

```
! RIJCOSX wB97M-V def2-TZVPD def2/J DEFGRID3
* xyz 0 1
C -0.42 0.09 -0.14
O 0.49 -0.73 -0.86
H -1.14 0.59 -0.80
H -1.05 -0.38 0.62
H 0.14 0.81 0.47
H 1.03 -0.09 -1.32
C 3.30 1.07 -1.53
C 3.60 0.18 -0.26
O 3.07 0.67 1.03
O 1.96 1.02 -2.02
H 4.04 0.82 -2.29
H 3.59 2.10 -1.34
H 4.68 0.27 -0.40
H 3.13 -0.79 -0.40
H 3.48 0.19 1.75
H 1.42 1.61 -1.50
C 0.73 -1.27 2.91
C 0.28 -2.67 2.95
O -0.99 -2.93 2.40
O 0.31 -0.62 4.09
H 0.30 -0.82 2.02
H 1.82 -1.34 2.87
H 0.28 -3.14 3.93
H 0.98 -3.25 2.35
H -1.03 -2.79 1.45
H 0.67 -1.02 4.89
C -1.85 2.18 -3.02
C -2.34 3.59 -2.52
O -2.48 4.60 -3.48
O -2.79 1.62 -4.04
H -1.84 1.47 -2.19
H -0.87 2.29 -3.47
H -1.52 3.95 -1.89
H -3.24 3.51 -1.92
H -3.35 5.01 -3.45
H -3.59 1.60 -3.51
C -1.63 -3.05 -1.52
C -1.91 -2.30 -0.26
O -0.70 -2.17 0.55
O -0.83 -2.25 -2.38
H -2.55 -3.35 -2.03
H -1.04 -3.95 -1.38
H -2.58 -2.89 0.37
H -2.42 -1.34 -0.34
H -0.05 -1.74 -0.01
H -0.42 -2.77 -3.07
C 1.85 -3.20 -1.02
C 1.58 -3.74 -2.43
O 0.52 -4.65 -2.41
O 1.96 -4.31 -0.14
H 1.10 -2.47 -0.71
H 2.84 -2.77 -0.90
H 2.49 -4.18 -2.85
H 1.39 -2.89 -3.09
H 0.40 -5.07 -3.27
H 1.13 -4.78 -0.02
C -2.14 1.27 2.62
C -2.76 1.44 1.19
O -2.92 2.81 0.87
O -0.79 1.65 2.57
H -2.15 0.24 2.97
H -2.69 1.79 3.41
H -3.75 0.98 1.08
H -2.19 0.95 0.41
H -2.01 3.11 1.00
H -0.52 1.36 3.44
C 0.62 3.99 1.44
C 1.54 2.85 1.85
O 1.65 1.92 0.77
O -0.70 3.54 1.58
H 0.90 4.59 0.57
H 0.78 4.80 2.15
H 1.25 2.42 2.80
H 2.59 3.04 2.06
H 2.16 1.14 0.99
H -0.78 2.60 1.77
*
```

Calculated values
- Kohn-Sham gap: 0.3232 Ha
- E_HOMO: -8.72 eV

Which of them is the least stable? Correct choice: run Q.

Run P
Entry from OMol25: a structure of composition C5H6Cl2O (ωB97M-V/def2-TZVPD).

```
! RIJCOSX wB97M-V def2-TZVPD def2/J DEFGRID3
* xyz 0 1
C -0.46 -0.73 0.77
C 0.45 0.35 0.45
C -0.07 1.45 -0.08
C 1.07 2.13 -0.71
C 1.96 0.24 0.31
H -0.12 -1.13 1.69
H -1.24 1.70 -0.27
H 1.24 3.32 -0.43
H 1.02 2.13 -1.91
H 2.48 -0.52 -0.49
H 2.33 0.19 1.39
O 2.21 1.61 -0.23
Cl -2.13 -0.46 0.51
Cl -0.29 -1.85 -0.67
*
```

Calculated values
- Kohn-Sham gap: 0.3639 Ha
- E_HOMO: -9.21 eV

Run Q
Entry from OMol25: the molecule C5H6Cl2O (ωB97M-V/def2-TZVPD).

```
! RIJCOSX wB97M-V def2-TZVPD def2/J DEFGRID3
* xyz 0 1
C -1.29 -0.31 -1.08
C -0.87 0.97 -0.41
C 0.19 1.00 0.60
C 0.83 -0.24 1.13
C 1.79 -1.00 0.61
H -1.60 -0.12 -2.10
H -0.52 -1.05 -1.07
H -1.63 1.74 -0.42
H 0.16 1.83 1.33
H 0.43 -0.56 2.09
H 2.14 -1.88 1.13
O 0.44 1.40 -0.74
Cl -2.69 -1.03 -0.19
Cl 2.62 -0.75 -0.88
*
```

Calculated values
- Kohn-Sham gap: 0.3848 Ha
- SMILES: Cl/C=C\[C@H]1O[C@H]1CCl
- E_HOMO: -9.61 eV

Which of them is the least stable? Correct choice: run P.

Run P
Entry from OMol25: the ion C4H8N3O2 with charge +1 (ωB97M-V/def2-TZVPD).

```
! RIJCOSX wB97M-V def2-TZVPD def2/J DEFGRID3
* xyz 1 1
C 1.77 0.34 0.22
C -1.84 1.31 0.63
C -2.09 0.31 -0.39
C -0.72 0.28 0.34
N 2.07 -0.94 0.09
N 0.37 0.73 -0.35
N 1.22 -1.89 -0.50
O 2.37 1.24 0.70
O 0.32 1.59 -1.19
H -1.60 2.33 0.32
H -2.30 1.23 1.61
H -2.73 -0.54 -0.18
H -2.04 0.60 -1.43
H -0.52 -0.51 1.06
H 3.00 -1.21 0.41
H 1.19 -2.73 0.07
H 1.54 -2.14 -1.43
*
```

Calculated values
- Kohn-Sham gap: 0.3215 Ha
- SMILES: NNC(=O)[N+](=O)C1CC1
- E_HOMO: -15.16 eV

Run Q
Entry from OMol25: a structure of composition C4H8N3O2 (ωB97M-V/def2-TZVPD).

```
! RIJCOSX wB97M-V def2-TZVPD def2/J DEFGRID3
* xyz 1 1
C -0.69 0.03 -0.32
C 1.17 -0.08 1.66
C 0.41 1.24 1.35
C 1.45 -0.54 0.28
N -1.75 -0.18 -1.02
N 0.59 -0.42 -0.66
N -1.78 -1.41 -2.41
O -0.81 0.87 0.73
O -1.21 -1.00 -3.39
H 2.06 -0.01 2.28
H 0.54 -0.89 2.09
H 0.08 1.80 2.21
H 1.03 1.81 0.66
H 2.46 -0.64 0.08
H -2.49 0.27 -0.56
H -1.45 -2.29 -1.94
H -2.88 -1.51 -2.41
*
```

Calculated values
- Kohn-Sham gap: 0.3642 Ha
- E_HOMO: -14.74 eV

Run R
Entry from OMol25: the ion C4H8N3O2 with charge +1 (ωB97M-V/def2-TZVPD).

```
! RIJCOSX wB97M-V def2-TZVPD def2/J DEFGRID3
* xyz 1 1
C -1.44 -1.00 -0.75
C 2.43 -0.39 -0.14
C 1.89 0.82 0.63
C 0.88 -0.31 0.18
N -2.33 -0.39 0.01
N -0.04 -0.11 -0.86
N -2.04 0.80 0.68
O -1.57 -2.05 -1.30
O 0.21 0.57 -1.82
H 2.73 -0.30 -1.18
H 2.86 -1.17 0.42
H 2.18 0.92 1.63
H 1.77 1.71 0.12
H 0.71 -0.95 1.09
H -3.28 -0.71 -0.29
H -2.62 0.90 1.43
H -2.33 1.67 0.15
*
```

Calculated values
- Kohn-Sham gap: 0.3170 Ha
- SMILES: NNC(=O)[N+](=O)C1CC1
- E_HOMO: -15.06 eV

Which of them is the least stable? Correct choice: run R.

Run P
Entry from OMol25: a cluster of 2 separate species, C11H11N in total (ωB97M-V/def2-TZVPD).

```
! RIJCOSX wB97M-V def2-TZVPD def2/J DEFGRID3
* xyz 0 1
C 0.28 -2.40 -0.46
C 1.17 -2.36 0.57
C 0.75 -1.69 1.73
C -0.59 -1.54 1.91
C -1.52 -1.52 0.96
C -1.08 -1.92 -0.28
C 0.20 2.22 -2.21
C -0.11 1.00 -1.59
C 0.01 1.12 -0.21
C 0.23 2.42 0.41
C 0.65 3.42 -0.36
H 0.51 -2.64 -1.52
H 2.29 -2.45 0.52
H 1.46 -1.48 2.50
H -0.87 -1.20 2.88
H -2.64 -1.17 1.03
H -1.66 -2.46 -1.13
H -0.07 2.00 -3.17
H -0.58 0.15 -2.15
H -0.32 0.33 0.64
H 0.37 2.39 1.57
H 0.92 4.40 0.06
N 0.56 3.38 -1.69
*
```

Calculated values
- Kohn-Sham gap: 0.3707 Ha
- SMILES: c1ccccc1.c1ccncc1
- E_HOMO: -9.29 eV

Run Q
Entry from OMol25: a cluster of 2 separate species, C11H11N in total (ωB97M-V/def2-TZVPD).

```
! RIJCOSX wB97M-V def2-TZVPD def2/J DEFGRID3
* xyz 0 1
C -2.21 -0.66 -0.57
C -1.34 -1.31 -1.39
C -0.47 -0.47 -2.09
C -0.56 0.92 -1.93
C -1.55 1.53 -1.26
C -2.41 0.75 -0.61
C 2.48 0.93 1.81
C 1.90 0.73 0.61
C 1.13 -0.41 0.30
C 0.80 -1.19 1.46
C 1.24 -0.76 2.70
H -2.94 -1.23 -0.12
H -1.15 -2.38 -1.40
H 0.39 -0.93 -2.65
H 0.19 1.51 -2.46
H -1.56 2.57 -1.40
H -3.33 1.14 -0.14
H 3.27 1.72 1.90
H 1.98 1.54 -0.14
H 0.78 -0.76 -0.62
H 0.21 -2.13 1.43
H 0.99 -1.34 3.66
N 2.17 0.23 2.91
*
```

Calculated values
- Kohn-Sham gap: 0.3712 Ha
- SMILES: c1ccccc1.c1ccncc1
- E_HOMO: -9.28 eV

Which of them is the least stable? Correct choice: run P.

Run P
Entry from OMol25: the ion C6H11N with charge +1 (ωB97M-V/def2-TZVPD).

```
! RIJCOSX wB97M-V def2-TZVPD def2/J DEFGRID3
* xyz 1 2
C -2.31 -0.44 2.56
C -1.43 -0.88 1.61
N -0.63 0.00 0.92
C 0.80 -0.37 0.80
C 0.87 0.73 -2.84
C 1.20 0.81 -1.37
C 1.47 -0.21 -0.54
H -2.07 0.41 3.19
H -3.31 -0.91 2.64
H -1.65 -1.83 1.12
H -1.16 0.84 0.75
H 0.91 -1.43 1.12
H 1.33 0.11 1.61
H 1.44 1.57 -3.29
H -0.09 1.10 -3.12
H 1.36 -0.20 -3.19
H 1.32 1.81 -0.95
H 1.94 -1.13 -1.01
*
```

Calculated values
- Kohn-Sham gap (spin up / spin down): 0.3131 / 0.1785 Ha
- E_HOMO (spin up / spin down): -12.67 / -12.56 eV

Run Q
Entry from OMol25: the ion C6H11N with charge +1 (ωB97M-V/def2-TZVPD).

```
! RIJCOSX wB97M-V def2-TZVPD def2/J DEFGRID3
* xyz 1 2
C 2.09 2.27 -1.00
N 2.09 0.86 -1.39
C 1.17 -0.08 -0.97
C 0.12 0.16 -0.12
C -0.49 -1.01 0.44
C -1.41 -0.94 1.36
C -2.61 -1.83 1.39
H 1.54 2.19 -0.06
H 3.03 2.82 -0.98
H 1.31 2.99 -1.60
H 2.72 0.75 -2.09
H 1.17 -1.15 -1.32
H -0.36 1.24 -0.07
H -0.15 -2.01 0.02
H -1.48 -0.16 2.14
H -2.99 -2.08 2.47
H -2.44 -2.83 0.98
H -3.31 -1.19 0.79
*
```

Calculated values
- Kohn-Sham gap (spin up / spin down): 0.3353 / 0.2889 Ha
- E_HOMO (spin up / spin down): -12.88 / -14.30 eV

Run R
Entry from OMol25: the ion C6H11N with charge +1 (ωB97M-V/def2-TZVPD).

```
! RIJCOSX wB97M-V def2-TZVPD def2/J DEFGRID3
* xyz 1 2
C -0.34 -2.10 1.97
C -0.81 -0.94 1.39
N -0.50 0.33 1.76
C -0.74 1.31 0.68
C 1.22 0.30 -2.49
C 0.73 0.24 -1.07
C -0.27 1.07 -0.71
H 0.43 -2.18 2.73
H -0.63 -3.09 1.63
H -1.43 -0.99 0.51
H 0.33 0.32 2.35
H -1.84 1.37 0.64
H -0.44 2.28 1.07
H 0.72 -0.41 -3.17
H 1.06 1.25 -2.98
H 2.27 -0.04 -2.55
H 0.92 -0.52 -0.34
H -0.67 1.79 -1.42
*
```

Calculated values
- Kohn-Sham gap (spin up / spin down): 0.3534 / 0.2137 Ha
- E_HOMO (spin up / spin down): -13.40 / -13.39 eV

Which of them is the least stable? Correct choice: run P.

Run P
Entry from OMol25: the molecule C4H6O2S2 (ωB97M-V/def2-TZVPD).

```
! RIJCOSX wB97M-V def2-TZVPD def2/J DEFGRID3
* xyz 0 1
C 2.56 -0.49 -0.47
C 0.34 -0.04 0.08
C -0.78 1.00 0.11
C -2.10 0.52 0.56
H 2.86 -0.69 0.58
H 3.35 0.08 -0.99
H 2.23 -1.46 -0.85
H -2.81 1.32 0.72
H -2.00 -0.06 1.50
H -2.08 -1.57 -0.46
O 1.47 0.45 -0.47
O 0.27 -1.14 0.57
S -0.42 2.59 -0.22
S -2.90 -0.51 -0.66
*
```

Calculated values
- Kohn-Sham gap: 0.2840 Ha
- SMILES: COC(=O)C(=S)CS
- E_HOMO: -9.02 eV

Run Q
Entry from OMol25: the molecule C4H6O2S2 (ωB97M-V/def2-TZVPD).

```
! RIJCOSX wB97M-V def2-TZVPD def2/J DEFGRID3
* xyz 0 1
C 0.10 -1.41 0.18
C -1.03 -1.72 -1.23
C 0.07 1.00 0.39
C 0.97 -0.19 0.10
O -0.01 -2.22 1.08
O 2.01 -0.25 1.06
S -1.02 -1.17 -2.74
S -2.28 -2.54 -0.37
H 0.67 1.81 0.84
H -0.31 1.62 -0.52
H -0.69 0.75 1.15
H 1.47 -0.03 -0.90
H 1.64 0.17 1.79
H -3.14 -2.93 -1.30
*
```

Calculated values
- Kohn-Sham gap: 0.2903 Ha
- SMILES: C[C@@H](O)C(=O)C(=S)S
- E_HOMO: -8.59 eV

Which of them is the least stable? Correct choice: run Q.